# 1
{
  "formula": "C6H12N2O",
  "method": "the ωB97M-V functional and the def2-TZVPD basis",
  "species": ["C", "C", "C", "N", "C", "N", "C", "C", "O", "H", "H", "H", "H", "H", "H", "H", "H", "H", "H", "H", "H"],
  "xyz": [[1.0362, 0.4669, -0.8455], [-1.2997, 0.0388, -1.3988], [1.2078, 1.9052, -1.3152], [-0.3216, 0.2421, -0.3308], [0.4738, -1.3550, 1.5807], [-0.0216, -2.2950, 2.4403], [-0.6571, 0.9099, 0.9422], [-0.6201, -0.5707, 0.9318], [1.6712, -1.2174, 1.4349], [0.6433, -2.8017, 3.0018], [-0.9752, -2.2536, 2.7599], [-1.6850, 1.3036, 0.9063], [1.2318, -0.2439, -1.6545], [1.7330, 0.2733, -0.0308], [-1.5405, -1.1669, 0.8577], [-1.2526, 0.8626, -2.1069], [-1.1015, -0.8977, -1.9306], [-2.3038, 0.0067, -0.9805], [0.9209, 2.5786, -0.5081], [0.6076, 2.1310, -2.1942], [2.2534, 2.0830, -1.5597]],
  "homo_lumo_gap_ev": 7.979
}



# 2
{
  "formula": "C55H78F19NO21",
  "method": "the ωB97M-V functional and the def2-TZVPD basis",
  "species": ["C", "C", "O", "C", "O", "C", "C", "C", "C", "O", "C", "C", "C", "C", "C", "C", "C", "C", "C", "C", "C", "C", "O", "C", "C", "O", "C", "O", "C", "O", "C", "C", "C", "C", "C", "C", "C", "O", "N", "C", "O", "F", "H", "H", "H", "H", "H", "H", "H", "H", "H", "H", "H", "H", "H", "H", "H", "H", "H", "H", "H", "H", "H", "H", "H", "H", "H", "H", "H", "H", "H", "H", "H", "H", "H", "H", "H", "H", "H", "H", "H", "H", "H", "H", "H", "H", "H", "H", "H", "H", "C", "C", "O", "C", "O", "C", "F", "F", "F", "H", "H", "H", "H", "H", "C", "C", "O", "C", "O", "C", "F", "F", "F", "H", "H", "H", "H", "H", "C", "C", "O", "C", "O", "C", "F", "F", "F", "H", "H", "H", "H", "H", "C", "C", "O", "C", "O", "C", "F", "F", "F", "H", "H", "H", "H", "H", "C", "C", "O", "C", "O", "C", "F", "F", "F", "H", "H", "H", "H", "H", "C", "C", "O", "C", "O", "C", "F", "F", "F", "H", "H", "H", "H", "H"],
  "xyz": [[3.5890, -4.1397, 4.0609], [2.8156, -3.0967, 4.8422], [3.6592, -1.9482, 5.0827], [3.0621, -1.0144, 5.8631], [2.7197, -1.2422, 6.9883], [2.8744, 0.3160, 5.2172], [4.1731, 0.9817, 4.7872], [3.9588, 2.1649, 3.8515], [3.2958, 1.8139, 2.5358], [3.0654, 2.9923, 1.8042], [1.7063, 3.0878, 1.3693], [1.5177, 4.2546, 0.4403], [0.2355, 4.0733, -0.3761], [-0.9813, 3.6691, 0.4458], [-2.2996, 3.8335, -0.3043], [-3.4387, 3.1418, 0.4411], [-4.8449, 3.6534, 0.0729], [-5.6006, 2.7192, -0.8848], [-7.0942, 2.6105, -0.5532], [-7.8624, 1.7857, -1.6026], [-8.4155, 0.5050, -0.9701], [-9.0658, -0.4406, -1.9845], [-8.8094, -0.0314, -3.3102], [-8.8500, -1.1198, -4.2188], [4.1920, 0.8940, 1.7070], [3.8575, 1.0004, 0.3341], [4.9383, 0.9137, -0.5294], [4.3715, 0.5215, -1.7702], [5.1913, -0.1580, -2.6213], [4.8627, -1.2162, -3.0574], [6.4480, 0.5183, -3.0168], [7.6064, 0.4247, -2.2493], [8.7806, 1.0596, -2.6294], [8.8092, 1.8124, -3.8014], [7.6562, 1.8936, -4.5695], [6.4854, 1.2533, -4.1960], [3.9282, -0.5617, 2.0661], [2.8222, -0.9515, 2.2902], [5.0640, -1.3862, 2.0185], [4.9589, -2.6947, 2.4932], [4.2068, -3.5130, 2.1383], [5.8807, -2.9085, 3.4249], [3.2443, -4.1799, 3.0325], [3.4677, -5.1263, 4.4923], [4.6495, -3.9119, 4.0204], [1.9547, -2.7625, 4.2690], [2.4823, -3.4998, 5.7911], [2.3542, 0.9326, 5.9413], [2.2024, 0.1705, 4.3720], [4.6579, 1.3584, 5.6846], [4.8557, 0.2382, 4.3747], [4.9226, 2.6334, 3.6588], [3.3532, 2.9098, 4.3626], [2.3660, 1.2955, 2.7533], [1.4610, 2.1736, 0.8249], [1.0632, 3.1585, 2.2455], [2.3601, 4.2870, -0.2455], [1.5029, 5.1963, 0.9869], [0.0234, 4.9537, -0.9765], [0.4479, 3.2613, -1.0744], [-1.0030, 4.2597, 1.3635], [-0.9169, 2.6214, 0.7320], [-2.5100, 4.8896, -0.4432], [-2.1680, 3.3275, -1.2606], [-3.2772, 3.2419, 1.5137], [-3.3971, 2.0773, 0.2297], [-5.4453, 3.7914, 0.9666], [-4.7304, 4.6087, -0.4319], [-5.2005, 1.7080, -0.8400], [-5.5352, 3.0684, -1.9125], [-7.5134, 3.6087, -0.4512], [-7.1611, 2.1066, 0.4096], [-8.6599, 2.3723, -2.0485], [-7.1740, 1.5127, -2.3939], [-7.5653, 0.0075, -0.5119], [-9.1117, 0.8088, -0.1981], [-8.7040, -1.4548, -1.8048], [-10.1464, -0.4822, -1.8246], [-9.6527, -1.7800, -3.9406], [-9.0520, -0.7524, -5.2177], [-7.9058, -1.6606, -4.1616], [5.2311, 1.1779, 1.8906], [5.4393, 1.8780, -0.6410], [5.6574, 0.1615, -0.2055], [7.6086, -0.1510, -1.3354], [9.6466, 0.9646, -1.9956], [9.7245, 2.3021, -4.0820], [7.6710, 2.4614, -5.4875], [5.6039, 1.3184, -4.8142], [5.8937, -0.9114, 2.3497], [0.9777, -1.6943, -0.2706], [-0.0397, -2.0346, 0.7912], [-1.2809, -1.3242, 0.5700], [-2.1229, -1.8595, -0.2957], [-1.9905, -2.8741, -0.9118], [-3.3887, -0.9802, -0.3861], [-3.0718, 0.3180, -0.4590], [-4.1444, -1.1657, 0.7046], [-4.1032, -1.3023, -1.4562], [1.1220, -0.6141, -0.3187], [1.9329, -2.1612, -0.0355], [0.6591, -2.0299, -1.2574], [0.3037, -1.7023, 1.7681], [-0.2321, -3.1051, 0.8441], [-7.8459, -1.8173, 4.8047], [-8.3340, -2.9657, 3.9502], [-9.5719, -2.6333, 3.2861], [-9.4597, -1.9311, 2.1704], [-8.4502, -1.5483, 1.6602], [-10.8695, -1.7070, 1.5807], [-11.7399, -1.3630, 2.5352], [-11.3014, -2.8420, 1.0146], [-10.8651, -0.7532, 0.6563], [-8.6161, -1.5174, 5.5154], [-6.9561, -2.1162, 5.3573], [-7.5965, -0.9521, 4.1916], [-8.5686, -3.8349, 4.5600], [-7.5927, -3.2599, 3.2091], [-14.3804, -6.3501, -5.1159], [-13.1944, -6.2459, -6.0483], [-12.4028, -5.0754, -5.7558], [-11.5342, -5.1958, -4.7664], [-11.3285, -6.1588, -4.0911], [-10.7491, -3.8792, -4.6152], [-11.5632, -2.8210, -4.6882], [-9.8496, -3.7825, -5.6050], [-10.0961, -3.8367, -3.4565], [-14.9775, -5.4391, -5.1563], [-15.0068, -7.1933, -5.4041], [-14.0568, -6.4963, -4.0861], [-13.5172, -6.1151, -7.0784], [-12.5638, -7.1321, -5.9993], [1.6961, -0.3888, 10.2293], [0.5961, -0.9488, 11.1022], [-0.6877, -0.3900, 10.7469], [-1.3072, -0.9576, 9.7262], [-0.9365, -1.8848, 9.0715], [-2.6669, -0.2638, 9.5011], [-2.5520, 1.0657, 9.5638], [-3.5332, -0.6573, 10.4440], [-3.1607, -0.5908, 8.3120], [1.7036, 0.7008, 10.2802], [2.6640, -0.7622, 10.5611], [1.5606, -0.6750, 9.1874], [0.7428, -0.6740, 12.1442], [0.5486, -2.0349, 11.0430], [13.4757, 7.3494, -3.7581], [12.0180, 7.4561, -3.3706], [11.1632, 6.9224, -4.4052], [10.9995, 5.6128, -4.4071], [11.4719, 4.8161, -3.6514], [10.0339, 5.2128, -5.5402], [10.3149, 5.8494, -6.6773], [8.7763, 5.5099, -5.1887], [10.1113, 3.9015, -5.7541], [13.6514, 7.8365, -4.7171], [14.0966, 7.8285, -3.0024], [13.7822, 6.3079, -3.8472], [11.7158, 8.4952, -3.2671], [11.8113, 6.9464, -2.4311], [5.6729, -2.4233, -6.4839], [6.9098, -2.2934, -5.6222], [7.9432, -3.1872, -6.0943], [8.6706, -2.7500, -7.1055], [8.5796, -1.7012, -7.6713], [9.7437, -3.8008, -7.4584], [9.2298, -5.0336, -7.4806], [10.7207, -3.7685, -6.5411], [10.2735, -3.5403, -8.6476], [5.3406, -3.4609, -6.5150], [4.8705, -1.8089, -6.0778], [5.8742, -2.1052, -7.5067], [6.6893, -2.5925, -4.6011], [7.2736, -1.2671, -5.5981]],
  "homo_lumo_gap_ev": 8.891,
  "smiles": "CCOC(=O)CCC[C@@H](OCCCCCCCCCCCCOC)[C@H](OCOC(=O)c1ccccc1)C(=O)NC(=O)F.CCOC(=O)C(F)(F)F.CCOC(=O)C(F)(F)F.CCOC(=O)C(F)(F)F.CCOC(=O)C(F)(F)F.CCOC(=O)C(F)(F)F.CCOC(=O)C(F)(F)F"
}